120
Properties=species:S:1:pos:R:3:forces:R:3:mulliken_charge:R:1 method="wB97M-V/def2-TZVPD" orbital_gap_ev=10.22 smiles=CC(C)O.CC(C)O.CC(C)O.CC(C)O.CC(C)O.CC(C)O.CC(C)O.CC(C)O.CC(C)O.CC(C)O spin_multiplicity=1 homo_energy_ev=-9.9002
C -0.024674 -4.497027 -3.181235 -0.111 -0.025 -0.530 -1.30
C 1.289568 -4.201658 -2.507301 0.578 0.402 -0.085 1.59
C 1.189717 -4.109765 -0.988940 0.272 -0.278 -0.206 -0.53
O 2.237213 -5.212938 -2.897581 -0.221 0.302 0.465 -0.66
H -0.463575 -5.438327 -2.847788 -0.045 0.075 0.237 0.37
H 0.084229 -4.584354 -4.264878 0.273 -0.019 0.027 0.47
H -0.716135 -3.668951 -3.032074 -0.158 -0.084 0.278 0.00
H 1.675731 -3.234318 -2.864142 -0.120 -0.046 -0.096 -0.52
H 2.171172 -3.907797 -0.548964 -0.032 -0.114 -0.111 0.17
H 0.841429 -5.078392 -0.620418 -0.193 0.198 0.254 0.40
H 0.561693 -3.273561 -0.675370 -0.241 -0.181 -0.008 -0.40
H 3.023548 -5.029440 -2.365355 -0.013 -0.204 -0.269 0.37
C 2.107139 -2.046238 2.203373 -0.227 1.426 -0.408 -0.72
C 3.327711 -1.288099 1.680164 0.334 -0.371 -0.135 0.27
C 3.870014 -1.894942 0.394894 0.126 0.235 -0.298 -1.02
O 3.046429 0.095835 1.487509 -0.591 -0.126 -0.021 -0.44
H 1.764395 -1.488071 3.076996 -0.011 -0.463 0.233 0.27
H 2.263306 -3.101851 2.391248 0.125 -0.085 0.148 0.54
H 1.315596 -1.914425 1.452990 -0.010 -0.296 0.010 -0.24
H 4.117166 -1.294648 2.437593 -0.041 -0.082 0.007 0.37
H 4.156538 -2.944754 0.496763 0.009 0.043 0.158 0.49
H 4.738418 -1.321927 0.063993 0.054 -0.100 0.037 0.28
H 3.140604 -1.822307 -0.416803 -0.078 0.027 0.088 -0.05
H 2.285076 0.169710 0.874728 0.518 -0.061 0.008 0.02
C 4.353020 1.051752 -2.522797 0.383 0.162 -0.446 -1.00
C 4.038600 0.060617 -3.640831 -0.489 -0.071 0.533 0.77
C 5.285982 -0.587237 -4.196699 0.080 -0.172 -0.135 -1.66
O 3.216534 -0.998898 -3.130550 -0.136 0.038 -0.098 -0.32
H 4.856431 1.933660 -2.936195 -0.081 -0.029 0.027 0.46
H 5.049884 0.597941 -1.817101 -0.226 -0.026 0.193 0.22
H 3.445823 1.381376 -2.016609 0.008 -0.070 0.118 0.11
H 3.463460 0.596623 -4.411517 0.219 -0.150 -0.188 0.18
H 5.839886 0.087181 -4.849644 0.068 0.047 0.101 0.39
H 5.044657 -1.490734 -4.757097 -0.162 0.122 -0.121 0.39
H 5.926479 -0.911653 -3.373903 0.057 0.131 0.002 0.34
H 2.304190 -0.668097 -3.072804 0.246 -0.127 0.067 0.02
C -1.539915 0.452508 -4.443122 0.235 -0.941 0.030 -1.50
C -0.385567 -0.530713 -4.175564 -0.819 0.924 -0.187 1.22
C 0.334530 -0.980705 -5.431834 -0.184 0.472 0.152 -1.34
O 0.532092 0.095652 -3.255823 0.246 -0.359 0.466 -0.02
H -1.136977 1.355687 -4.900786 -0.254 0.116 -0.089 0.37
H -2.069445 0.671332 -3.517430 0.172 0.263 0.097 0.33
H -2.276456 -0.038158 -5.086888 0.159 0.275 -0.199 0.43
H -0.810045 -1.384146 -3.646273 0.283 -0.070 0.165 -0.61
H 0.862364 -0.119309 -5.854777 0.268 -0.173 0.099 0.29
H -0.367155 -1.277962 -6.210508 -0.073 -0.320 0.156 0.49
H 1.012588 -1.788209 -5.169295 0.221 0.008 -0.310 0.27
H 0.823294 0.966586 -3.555095 -0.270 -0.081 -0.338 0.18
C -0.634989 2.247923 -0.108092 0.075 -0.444 0.256 -1.27
C -0.217198 0.838104 0.302977 0.762 0.220 -0.407 1.38
C -1.313015 -0.187234 0.107304 0.095 -0.475 0.347 -0.77
O 0.959425 0.465503 -0.457040 -0.614 -0.087 0.013 0.47
H -0.917576 2.240015 -1.164128 -0.324 0.042 0.081 0.30
H 0.192599 2.950902 -0.019717 0.048 -0.067 0.199 -0.06
H -1.455443 2.566368 0.538071 -0.107 0.180 -0.281 0.26
H 0.128565 0.828696 1.342813 -0.124 0.064 -0.022 0.15
H -1.615994 -0.225691 -0.942681 -0.223 0.093 0.088 -0.11
H -2.161502 -0.011573 0.773202 -0.133 0.274 -0.324 0.35
H -0.967337 -1.189359 0.384409 0.206 0.091 -0.119 -0.27
H 0.665882 0.297341 -1.375063 0.271 -0.042 0.300 -0.31
C -2.880221 -2.924698 2.757572 0.510 -0.199 0.559 -0.94
C -1.509894 -3.554103 2.985287 -0.058 -0.937 -0.860 1.56
C -0.632625 -2.987747 4.072322 -0.036 0.209 0.344 -1.22
O -1.738896 -4.971517 3.200794 -0.398 0.311 0.345 -0.61
H -3.449991 -3.655647 2.190967 -0.214 0.245 -0.235 0.23
H -2.762054 -1.982966 2.220898 -0.191 -0.022 -0.031 0.02
H -3.397865 -2.741569 3.702114 0.024 0.013 -0.031 0.38
H -0.972547 -3.511691 2.021427 0.038 0.348 0.191 -0.52
H -1.087891 -2.988305 5.066822 -0.241 -0.317 -0.164 0.37
H -0.368795 -1.943945 3.892336 0.134 -0.079 -0.257 0.16
H 0.265247 -3.605376 4.112887 0.165 0.259 0.118 0.31
H -0.980008 -5.486369 2.918739 0.175 0.160 0.015 0.35
C -4.262098 7.053231 1.200490 -0.005 0.143 0.272 -1.41
C -2.822591 6.582602 1.237388 0.174 0.425 -0.789 0.54
C -2.650139 5.227340 0.577427 -0.110 -0.358 -0.091 -0.69
O -2.062585 7.572337 0.502829 0.051 -0.283 0.423 -0.59
H -4.643424 7.096234 0.179749 0.093 -0.223 -0.056 0.35
H -4.333582 8.070138 1.586679 0.015 -0.059 0.167 0.35
H -4.889588 6.392937 1.802679 -0.057 0.055 -0.085 0.34
H -2.444329 6.559022 2.265146 -0.157 -0.066 0.053 0.20
H -1.602768 4.926436 0.526508 0.033 0.058 0.123 0.02
H -3.032783 5.226355 -0.445373 0.017 0.259 -0.009 0.39
H -3.207643 4.446825 1.101441 0.033 0.056 0.101 0.24
H -1.139472 7.476316 0.769546 -0.110 0.053 -0.184 0.32
C 2.340602 3.423349 2.665776 -0.456 -0.118 -1.014 -0.73
C 3.166632 4.443862 1.868644 -0.277 -0.081 1.209 0.51
C 3.093904 4.183051 0.393049 -0.237 0.106 -0.361 -0.98
O 2.631961 5.764394 2.124101 0.173 -0.299 -0.363 -0.57
H 2.716493 2.399233 2.589667 0.354 0.171 0.253 0.13
H 1.357065 3.362318 2.179578 -0.063 0.200 0.219 -0.04
H 2.183916 3.731961 3.697952 0.182 -0.106 0.115 0.48
H 4.199938 4.416721 2.240477 -0.001 0.005 -0.238 0.22
H 2.077609 4.403531 0.048180 0.071 0.010 0.043 0.18
H 3.289434 3.133567 0.168623 0.156 0.016 0.050 0.07
H 3.776157 4.818982 -0.170663 0.049 -0.043 0.023 0.41
H 2.586645 5.866652 3.078570 0.024 0.075 0.029 0.31
C -2.825937 -3.391177 -1.082664 -0.094 0.648 0.964 -0.62
C -3.397509 -4.781562 -1.258612 0.427 -0.479 -0.300 0.29
C -2.655780 -5.836171 -0.433360 -0.459 -0.136 0.163 -1.16
O -4.777190 -4.749918 -0.881870 0.077 0.333 -0.132 -0.58
H -3.323014 -2.904090 -0.235230 -0.155 -0.098 -0.111 0.48
H -2.953305 -2.727632 -1.936795 -0.067 -0.148 -0.153 0.40
H -1.776230 -3.390576 -0.782125 0.063 -0.236 -0.347 -0.30
H -3.302242 -5.059891 -2.319306 -0.138 0.039 0.102 0.34
H -2.976487 -5.771746 0.609464 0.198 0.198 0.038 0.34
H -1.570091 -5.742094 -0.491535 -0.069 0.016 -0.082 0.09
H -2.946116 -6.837622 -0.764108 0.124 0.024 -0.070 0.41
H -5.237501 -5.508945 -1.248234 0.098 -0.100 -0.028 0.33
C -1.060898 2.696285 4.206415 0.346 0.003 -0.738 -0.95
C -2.459410 3.118591 3.764647 0.317 -1.023 0.394 1.39
C -3.271916 1.913140 3.311166 -0.443 0.259 0.413 -1.04
O -3.150572 3.696248 4.875805 -0.097 0.206 -0.449 -0.61
H -1.071289 1.965648 5.013986 -0.244 0.177 0.203 0.34
H -0.456618 3.565554 4.480943 -0.037 -0.084 0.158 0.37
H -0.530806 2.204784 3.379054 -0.079 0.168 0.007 -0.07
H -2.400959 3.781582 2.894303 0.106 0.347 0.350 -0.58
H -4.249834 2.265283 2.972417 0.068 -0.163 -0.172 0.40
H -3.460156 1.232217 4.144508 0.144 0.033 0.035 0.44
H -2.767524 1.357301 2.522552 0.001 0.109 -0.107 -0.06
H -2.662407 4.473492 5.169636 -0.028 -0.070 -0.025 0.37